Entry 1:
Here is a single C2H5IN4 molecule at a distorted geometry from the Open Molecules 2025 dataset. Energies are from ωB97M-V/def2-TZVPD.

multiplicity	3
HOMO level (alpha / beta)	-6.45 / -9.30	eV
E_LUMO (alpha / beta)	0.9443 / -2.8464	eV

Last column: natural (NBO) charge in e.
Cartesian coordinates (Å):
C 0.102 1.087 0.749  -0.4444
C -0.736 0.279 1.343  -0.0257
N 0.960 -1.815 -1.902  -0.4737
N 0.554 -1.702 -0.718  0.0029
N -0.689 -1.318 -0.575  -0.3068
N -1.249 -1.138 0.644  -0.4082
I -0.862 -2.698 1.972  0.2983
H 0.385 2.010 1.224  0.2230
H 0.543 0.879 -0.209  0.2176
H -1.218 0.374 2.294  0.2097
H 1.925 -2.154 -1.890  0.3337
H -1.293 -1.150 -1.383  0.3736

Entry 2:
Here is a 2-piece molecular cluster, C2H5IOS overall at a distorted geometry from the Open Molecules 2025 dataset. Energies are from ωB97M-V/def2-TZVPD.

HOMO level (alpha / beta)	-9.29 / -9.08	eV
ΔE to the lowest compared entry with this formula, charge and spin	448.9	kJ/mol
E_LUMO (alpha / beta)	-1.7668 / -0.7594	eV

Last column: natural (NBO) charge in e.
Cartesian coordinates (Å):
C 0.695 -0.668 -0.846  -0.4705
C -1.431 0.671 0.357  -0.5758
O -2.044 -1.748 0.869  -0.9103
S -2.254 -0.769 -0.203  1.1483
I -4.601 0.140 -0.045  -0.1524
H 0.735 -1.002 0.190  0.1720
H 0.076 -1.231 -1.468  0.1678
H 0.683 0.391 -0.798  0.1686
H -1.321 1.600 -0.155  0.2163
H -0.899 0.532 1.364  0.2360

Entry 3:
Here is a single C2H5IS2 molecule at a distorted geometry from the Open Molecules 2025 dataset. Energies are from ωB97M-V/def2-TZVPD.

SMILES	CSCSI
HOMO level	-8.56	eV
ΔE to the lowest compared entry with this formula, charge and spin	63.5	kJ/mol
E_LUMO	-0.2431	eV

Last column: natural (NBO) charge in e.
Cartesian coordinates (Å):
C -1.518 -0.386 0.745  -0.7438
C 0.442 0.460 -0.928  -0.5429
S -1.136 0.965 -0.407  0.2803
S 1.901 0.828 0.653  -0.1890
I 3.715 -0.426 -0.180  0.0487
H -2.404 -0.093 1.296  0.2350
H -0.678 -0.502 1.424  0.2363
H -1.704 -1.304 0.192  0.2189
H 0.557 -0.605 -1.060  0.2193
H 0.826 1.062 -1.735  0.2372

Entry 4:
Here is a single C2H5IS3 molecule at a distorted geometry from the Open Molecules 2025 dataset. Energies are from ωB97M-V/def2-TZVPD.

HOMO level	-8.50	eV
ΔE to the lowest compared entry with this formula, charge and spin	0.0	kJ/mol
E_LUMO	-1.4741	eV

Last column: natural (NBO) charge in e.
Cartesian coordinates (Å):
C 0.348 -1.587 -0.814  -0.6188
C -0.042 -0.213 -0.133  -0.4783
S -1.868 0.056 0.043  -0.0272
S 0.750 1.233 -0.952  0.0021
S 0.291 1.597 2.592  -0.5539
I 0.410 3.001 0.709  0.5966
H 0.995 -2.037 -0.080  0.2314
H 0.977 -1.205 -1.639  0.2227
H -0.608 -2.065 -1.072  0.2378
H 0.488 -0.146 0.877  0.2595
H -1.740 1.367 0.470  0.1282